{
  "formula": "C19H23FeN2O",
  "method": "the ωB97M-V functional and the def2-TZVPD basis",
  "species": ["C", "O", "C", "C", "C", "C", "C", "C", "C", "C", "C", "C", "Fe", "C", "C", "C", "C", "C", "C", "C", "H", "H", "H", "H", "H", "H", "H", "H", "H", "H", "H", "H", "H", "H", "H", "H", "H", "C", "N", "N", "H", "H", "H", "H", "H", "H"],
  "positions_angstrom": [[4.1844, -2.5432, -3.8330], [4.1273, -1.1432, -3.4701], [3.2904, -0.8074, -2.4572], [3.3253, 0.5464, -2.0224], [2.5001, 0.9301, -1.0055], [1.6729, -0.0070, -0.3106], [0.9990, 0.4392, 0.8431], [0.2689, -0.3584, 1.7936], [0.1756, -0.0972, 3.2424], [-0.8955, -0.8872, 3.7962], [-1.5130, -1.6266, 2.7099], [-0.7964, -1.3212, 1.5043], [-1.4894, 0.3599, 2.3548], [-1.8499, 1.9386, 1.1768], [-1.0966, 2.3022, 2.3579], [-1.8655, 1.8955, 3.5236], [-3.0867, 1.2637, 3.0589], [-3.0821, 1.2878, 1.6078], [1.6498, -1.3531, -0.7692], [2.4376, -1.7529, -1.8259], [4.8950, -2.5807, -4.6562], [4.5313, -3.1487, -2.9878], [3.1963, -2.8917, -4.1506], [4.0131, 1.2369, -2.5108], [2.4855, 1.9677, -0.6750], [1.2937, 1.4291, 1.2197], [0.8725, 0.5367, 3.7744], [-1.1612, -0.9721, 4.8472], [-2.2993, -2.3748, 2.7874], [-0.8658, -1.8398, 0.5618], [-1.5881, 2.2086, 0.1569], [-0.1593, 2.8558, 2.3602], [-1.6106, 2.0904, 4.5640], [-3.9086, 0.9228, 3.6836], [-3.9217, 1.0082, 0.9745], [1.0479, -2.0817, -0.2337], [2.4110, -2.8000, -2.1445], [-2.2755, 0.9276, -3.2184], [-1.9160, 1.0666, -1.8151], [-1.6298, -0.2109, -1.2642], [-2.3554, 1.9350, -3.6214], [-1.4947, 0.3672, -3.7393], [-3.2367, 0.4131, -3.3458], [-2.7091, 1.4401, -1.2886], [-0.6184, -0.3422, -1.2620], [-1.9527, -0.2293, -0.2917]],
  "forces_ev_per_a": [[-0.112, 0.858, 0.231], [0.102, -0.602, -0.187], [-0.354, -0.337, 0.540], [-0.013, -0.961, -0.584], [-0.302, -0.157, 0.387], [0.116, 0.030, -0.340], [0.988, 0.217, 0.786], [-1.245, -1.244, 0.415], [0.431, -1.761, 0.213], [1.579, -1.647, -0.130], [1.322, -0.240, 0.028], [1.963, -1.671, 0.591], [-0.317, -0.833, -1.469], [-1.413, 1.533, 0.676], [-1.735, 0.862, 0.429], [-1.687, 2.749, -0.392], [0.161, 1.587, 0.431], [0.226, 1.474, -0.245], [0.039, 0.543, 0.341], [0.548, 0.479, -0.523], [-0.079, -0.121, 0.043], [-0.016, 0.078, -0.133], [0.180, -0.019, -0.073], [-0.225, -0.178, 0.063], [0.066, -0.184, -0.007], [-0.156, -0.386, -0.291], [-0.263, 0.098, 0.029], [-0.067, 0.182, -0.363], [0.102, 0.419, 0.042], [-0.583, 0.071, -0.018], [0.256, -0.357, 0.335], [-0.186, -0.445, 0.047], [0.085, -0.309, -0.372], [0.359, -0.124, -0.165], [0.330, -0.195, 0.178], [0.135, 0.045, -0.141], [0.052, 0.516, 0.143], [-0.338, 0.066, 0.313], [0.003, 0.764, -0.058], [-0.278, -0.920, 0.410], [0.032, 0.034, -0.285], [-0.108, 0.179, 0.066], [0.085, -0.142, -0.165], [0.256, -0.158, -0.430], [-0.252, 0.230, 0.165], [0.312, -0.025, -0.532]],
  "mulliken_charge": [-1.71, 0.13, 1.62, -0.60, -1.15, 1.23, -2.23, 2.95, -0.72, 0.02, -0.42, -0.55, -0.37, -0.34, -1.29, -0.85, -1.31, -1.25, -0.19, -0.71, 0.41, 0.35, 0.27, 0.31, 0.29, 0.27, 0.65, 0.50, 0.50, 0.55, 0.54, 0.59, 0.64, 0.59, 0.57, -0.01, -0.07, -0.98, -0.23, -0.54, 0.36, 0.28, 0.32, 0.15, 0.30, 0.16],
  "homo_lumo_gap_ev": [1.543, 7.743],
  "e_tot_ev": -59483.668,
  "e_lumo_ev": [2.63, 2.21],
  "homo_ev": [1.08, -5.53],
  "e_above_lowest_kj_mol": 0.0,
  "multiplicity": 5,
  "charge": -1
}

{
  "formula": "C19H23IN2O6W",
  "method": "the ωB97M-V functional and the def2-TZVPD basis",
  "species": ["W", "C", "C", "N", "C", "C", "C", "O", "C", "C", "N", "C", "C", "C", "C", "C", "C", "I", "C", "O", "H", "H", "H", "H", "H", "H", "H", "H", "H", "H", "H", "H", "C", "O", "C", "C", "O", "C", "H", "H", "H", "H", "H", "H", "H", "H", "H", "H", "O", "C", "O", "H"],
  "positions_angstrom": [[-0.8385, 1.0074, 0.4538], [-2.3326, -2.1572, -2.5505], [-1.0845, -2.5723, -1.8355], [-0.4953, -3.7031, -2.1641], [0.6261, -4.1039, -1.5581], [1.2209, -3.4122, -0.5228], [2.4640, -3.9243, 0.1510], [3.3518, -2.8261, 0.3385], [0.6208, -2.1996, -0.1391], [1.0272, -1.4778, 1.0279], [0.5336, -0.3231, 1.3338], [0.5960, 0.3133, 2.6107], [1.4050, 0.1608, 3.7144], [1.0794, 0.9650, 4.8020], [0.0040, 1.8553, 4.7616], [-0.7850, 1.9883, 3.6242], [-0.4570, 1.1997, 2.5371], [-3.1816, 0.4515, 1.3813], [-0.5158, -1.7636, -0.8321], [-1.0669, -0.5768, -0.5718], [-2.7858, -3.0310, -3.0107], [-2.1027, -1.4451, -3.3480], [-3.0436, -1.6867, -1.8722], [1.0530, -5.0325, -1.9184], [2.9119, -4.7007, -0.4703], [2.2017, -4.3804, 1.1136], [4.2322, -3.1594, 0.5480], [1.7134, -1.9411, 1.7283], [2.2361, -0.5311, 3.7512], [1.6671, 0.8957, 5.7072], [-0.2157, 2.4502, 5.6376], [-1.6200, 2.6775, 3.6055], [-3.0544, 2.6246, -1.5144], [-1.8677, 1.7867, -1.4859], [-1.0357, 2.0704, -2.6314], [0.1005, 1.0921, -2.6202], [0.6547, 1.1627, -1.2999], [2.0860, 0.9441, -1.2217], [-3.5786, 2.4378, -2.4496], [-2.7705, 3.6724, -1.4349], [-3.6813, 2.3437, -0.6772], [-0.6681, 3.0966, -2.5515], [-1.6384, 1.9667, -3.5340], [0.8579, 1.3893, -3.3455], [-0.2272, 0.0739, -2.8316], [2.3213, -0.0598, -1.5750], [2.3789, 1.0656, -0.1851], [2.5887, 1.6943, -1.8291], [0.6750, 2.5732, 0.6936], [-0.2034, 3.4693, 0.7941], [-1.4015, 3.0536, 0.7681], [0.0446, 4.5262, 0.8970]],
  "forces_ev_per_a": [[0.725, -0.321, -0.841], [0.019, -0.012, -0.012], [0.012, 0.066, 0.035], [-0.157, -0.064, -0.169], [0.049, 0.098, 0.140], [0.114, -0.035, -0.018], [-0.045, -0.037, 0.024], [0.022, 0.024, -0.003], [-0.052, -0.016, -0.060], [-0.114, 0.025, -0.154], [0.076, 0.221, 0.167], [-0.127, 0.112, -0.030], [0.089, -0.073, 0.016], [0.050, -0.031, 0.031], [-0.024, -0.020, -0.090], [-0.117, 0.116, 0.070], [0.144, -0.119, 0.144], [-0.439, 0.009, 0.080], [0.225, -0.075, -0.023], [-0.234, -0.018, 0.345], [0.003, -0.003, 0.002], [-0.008, 0.005, 0.006], [-0.008, -0.001, -0.006], [0.011, 0.003, 0.005], [-0.007, -0.006, -0.007], [0.027, -0.009, 0.000], [-0.038, 0.006, -0.006], [-0.006, 0.007, 0.029], [0.001, 0.011, 0.024], [0.011, -0.016, -0.012], [-0.017, 0.012, -0.008], [0.010, 0.001, 0.010], [-0.045, 0.071, -0.004], [-0.026, 0.022, 0.195], [0.018, -0.043, 0.002], [-0.030, -0.028, -0.063], [-0.089, 0.081, 0.117], [0.059, -0.015, 0.000], [0.026, -0.019, -0.008], [0.001, -0.003, -0.004], [0.006, 0.018, 0.001], [-0.030, 0.019, -0.020], [0.015, 0.001, -0.010], [0.008, -0.010, 0.006], [0.019, -0.003, -0.004], [-0.013, 0.000, 0.006], [0.002, 0.005, -0.003], [-0.020, 0.004, -0.007], [0.029, -0.045, 0.040], [-0.079, -0.045, 0.042], [-0.049, 0.126, -0.003], [-0.001, 0.003, 0.032]],
  "nbo_charge": [1.81, -0.66, 0.21, -0.34, 0.05, -0.02, -0.10, -0.74, -0.10, 0.22, -0.50, 0.05, -0.21, -0.14, -0.16, -0.24, -0.16, 0.29, 0.29, -0.65, 0.27, 0.23, 0.23, 0.23, 0.21, 0.19, 0.50, 0.25, 0.24, 0.25, 0.25, 0.25, -0.25, -0.56, -0.09, -0.09, -0.57, -0.25, 0.22, 0.21, 0.22, 0.21, 0.23, 0.24, 0.21, 0.21, 0.22, 0.22, -0.63, 0.68, -0.64, 0.20],
  "homo_lumo_gap_ev": [5.722, 5.724],
  "e_tot_ev": -45252.065,
  "e_lumo_ev": [-9.15, -9.15],
  "homo_ev": [-14.88, -14.88],
  "e_above_lowest_kj_mol": 74.0,
  "charge": 2
}

{
  "formula": "C19H23N2OS2",
  "method": "the ωB97M-V functional and the def2-TZVPD basis",
  "species": ["C", "C", "C", "C", "C", "S", "C", "C", "C", "S", "C", "C", "H", "H", "H", "H", "H", "H", "H", "H", "H", "H", "H", "C", "C", "N", "C", "C", "C", "N", "C", "C", "C", "C", "O", "H", "H", "H", "H", "H", "H", "H", "H", "H", "H", "H", "H"],
  "positions_angstrom": [[0.5720, 5.9227, -0.3256], [1.3859, 5.1338, -1.1531], [0.9167, 3.9273, -1.6753], [-0.4121, 3.5115, -1.4308], [-0.9892, 2.3596, -2.1392], [-2.6445, 2.0241, -1.8844], [-2.9837, 0.3518, -2.5225], [-2.3941, 0.0265, -3.8847], [-0.8768, 0.0803, -3.8920], [-0.0660, 1.6302, -3.3778], [-1.2112, 4.2855, -0.5596], [-0.7358, 5.4935, -0.0469], [0.9473, 6.8622, 0.0915], [2.3938, 5.4771, -1.4008], [1.5836, 3.3028, -2.2775], [-2.6833, -0.3830, -1.7633], [-4.0846, 0.3663, -2.5879], [-2.6908, -1.0037, -4.1373], [-2.8085, 0.6952, -4.6516], [-0.4497, -0.7348, -3.2914], [-0.5114, -0.0154, -4.9275], [-2.2160, 3.9448, -0.2906], [-1.3913, 6.1160, 0.5659], [0.3965, -4.4005, 3.9432], [-0.0468, -3.2578, 3.0253], [1.0338, -2.6833, 2.2342], [0.7532, -1.5366, 1.4944], [-0.2585, -0.6394, 1.9026], [-0.5996, 0.4304, 1.0636], [0.0182, 0.6690, -0.1016], [1.0146, -0.1419, -0.4697], [1.4645, -1.2202, 0.3148], [2.1226, -3.5383, 1.7899], [2.4760, -4.6300, 2.8035], [1.3241, -5.2897, 3.3260], [0.8224, -3.9801, 4.8744], [-0.4627, -5.0433, 4.1882], [-0.8482, -3.6619, 2.3736], [-0.4923, -2.4848, 3.6599], [-0.7815, -0.7442, 2.8545], [-1.4058, 1.1124, 1.3479], [1.4834, 0.0700, -1.4358], [2.3188, -1.8016, -0.0286], [1.8777, -4.0425, 0.8355], [3.0194, -2.9268, 1.6297], [3.0398, -5.4390, 2.3150], [3.0801, -4.1942, 3.6218]],
  "forces_ev_per_a": [[-0.329, -0.446, -0.350], [-0.032, -0.095, 0.112], [-0.129, 0.215, -0.039], [0.050, 0.377, -0.061], [-0.017, -0.348, -0.027], [0.198, -0.168, 0.296], [-0.283, 0.003, -0.122], [-0.071, 0.227, -0.038], [0.085, -0.168, -0.310], [0.009, 0.063, 0.415], [0.060, 0.212, -0.128], [0.171, -0.137, 0.016], [-0.166, -0.376, -0.216], [-0.327, -0.242, 0.167], [-0.251, 0.344, 0.159], [-0.019, 0.318, -0.103], [0.408, -0.092, 0.127], [0.082, 0.328, -0.004], [0.100, -0.166, 0.208], [-0.032, 0.316, -0.094], [-0.041, -0.090, 0.406], [0.374, 0.263, -0.153], [0.243, -0.306, -0.104], [0.525, -0.123, 0.080], [-0.500, -0.589, -0.028], [0.144, 0.867, -0.043], [0.294, -0.534, 0.438], [-0.405, 0.652, -0.571], [0.663, -0.804, 0.352], [-0.322, -0.065, -0.424], [0.141, -0.512, 1.076], [-0.430, 0.592, -0.581], [-0.009, -0.639, -0.311], [-0.278, -0.084, 0.412], [-0.059, 0.564, -0.243], [-0.007, -0.227, -0.263], [0.224, 0.472, 0.050], [0.286, 0.308, -0.003], [0.087, -0.248, -0.117], [0.157, -0.033, -0.466], [0.270, -0.136, -0.072], [-0.018, -0.026, 0.317], [-0.394, 0.090, 0.076], [-0.049, 0.248, 0.139], [-0.185, -0.126, 0.025], [0.008, 0.513, 0.137], [-0.230, -0.194, -0.141]],
  "nbo_charge": [-0.13, -0.21, -0.15, -0.07, -0.21, 0.46, -0.53, -0.43, -0.53, 0.47, -0.16, -0.21, 0.24, 0.24, 0.23, 0.25, 0.26, 0.25, 0.23, 0.24, 0.26, 0.23, 0.24, -0.07, -0.24, -0.41, 0.23, -0.30, 0.05, -0.52, 0.04, -0.31, -0.24, -0.07, -0.52, 0.17, 0.21, 0.19, 0.21, 0.23, 0.20, 0.19, 0.23, 0.18, 0.21, 0.21, 0.17],
  "homo_lumo_gap_ev": 6.097,
  "e_tot_ev": -46767.399,
  "e_lumo_ev": -4.68,
  "homo_ev": -10.78,
  "e_above_lowest_kj_mol": 0.0,
  "charge": 1
}

Which value of charge does entry 1 give?
-1

The highest charge belongs to which entry?
C19H23IN2O6W